Computed, not measured: C4H8INS in the gas phase, with ωB97M-V/def2-TZVPD.

Last columns: bonded neighbours and bond lengths (Å).
Element x y z (Å)
1 C -0.8855 1.8624 -0.3437  N5 1.282, S6 1.706, H8 1.028
2 C -0.1185 -1.4050 -0.8115  C4 1.532, H9 1.072, H10 1.082, H11 1.142
3 C 1.0218 -0.6093 1.2128  C4 1.501, H12 1.095, H13 1.090, H14 1.004
4 C -0.1054 -0.3158 0.2663  C2 1.532, C3 1.501, N5 1.430, I7 2.292
5 N -0.0132 0.9274 -0.4344  C1 1.282, C4 1.430
6 S -0.4001 3.2046 -1.2781  C1 1.706, H15 1.405
7 I -2.0623 -0.6071 1.4229  C4 2.292
8 H -1.7244 1.8547 0.2504  C1 1.028
9 H -0.8208 -1.1373 -1.5754  C2 1.072
10 H -0.5792 -2.2751 -0.3633  C2 1.082
11 H 0.9231 -1.5658 -1.2504  C2 1.142
12 H 0.9452 -0.2839 2.2554  C3 1.095
13 H 1.9972 -0.2842 0.8510  C3 1.090
14 H 1.2569 -1.5789 1.3204  C3 1.004
15 H 0.5651 2.2132 -1.5223  S6 1.405

SMILES: CC(C)(I)/N=C/S
Charge: 0
Strongest force on any atom (eV/Å): 4.04
HOMO level (eV): -9.25
ΔE to the lowest compared entry with this formula, charge and spin (eV): 1.1466
HOMO-LUMO gap (hartree): 0.34784
LUMO (eV): 0.21
Spin multiplicity: 1